(1)
Below is a single C4H7F molecule at a distorted geometry, with properties calculated with ωB97M-V with the def2-TZVPD basis set.

Structure (XYZ):
```
12
Properties=species:S:1:pos:R:3:mulliken_charge:R:1
C 1.19682 -0.69846 -0.13545 -0.269
C 0.03624 -0.28191 0.64856 -0.207
C -0.57191 0.95950 0.03058 -0.339
C -1.24719 -0.25578 -0.14225 -0.415
H 1.91487 -1.45178 0.27555 0.263
H 0.94857 -0.70800 -1.18094 0.202
H 0.27112 -0.35607 1.79030 0.259
H -1.01680 2.10027 0.35488 0.253
H 0.15724 1.18042 -0.74352 0.239
H -2.26725 -0.49564 0.32933 0.227
H -1.38106 -0.62410 -1.23605 0.134
F 1.95933 0.63155 0.00902 -0.348
```

## Properties
SMILES = FCC1CC1
Highest occupied orbital energy = -10.26 eV
Calculated total energy = -6975.7309 eV
Kohn-Sham gap = 11.44 eV
E_LUMO = 1.181 eV
Relative energy (zero: lowest compared OMol25 entry of this formula, charge and spin) = 237.5 kJ/mol

=====

(2)
Below is a single C5H7NO2 molecule at a distorted geometry, with properties calculated with ωB97M-V with the def2-TZVPD basis set.

Structure (XYZ):
```
15
Properties=species:S:1:pos:R:3:mulliken_charge:R:1
C -1.14210 -0.62123 -0.09699 0.328
C -2.08280 0.46340 0.12314 0.024
C -0.91526 -1.94602 -0.22866 -0.830
C -0.09780 0.85471 -0.66807 -0.070
C 1.20811 1.04050 0.03195 -0.405
N -1.25419 1.56313 -0.08040 -0.194
O -3.24869 0.29296 0.40828 -0.590
O 1.63914 -0.25384 0.46368 -0.513
H 0.09016 -2.23017 -0.50767 0.375
H -1.62444 -2.55269 0.12801 0.359
H -0.09440 0.78600 -1.70272 0.416
H 0.95431 1.79518 0.89074 0.236
H 2.04883 1.40138 -0.54667 0.283
H -1.52616 2.59869 -0.17930 0.238
H 0.85799 -0.82028 0.78723 0.345
```

## Properties
SMILES = C=C1C(=O)N[C@H]1CO
Highest occupied orbital energy = -9.72 eV
Calculated total energy = -10880.2502 eV
Kohn-Sham gap = 9.89 eV
E_LUMO = 0.162 eV
Relative energy (zero: lowest compared OMol25 entry of this formula, charge and spin) = 324.9 kJ/mol

=====

(3)
Below is a gas-phase ion, C5H8NO (charge +1) at a distorted geometry, with properties calculated with ωB97M-V with the def2-TZVPD basis set.

Structure (XYZ):
```
15
Properties=species:S:1:pos:R:3:mulliken_charge:R:1
C 2.57786 0.30673 -1.17395 -0.076
C -0.96829 0.67261 0.45387 -0.113
C -1.31726 -0.17046 -0.72004 -0.539
C -0.51277 -0.76350 0.42310 -0.196
C 1.02816 -1.12822 0.37611 -0.523
N 1.77172 -0.33351 -0.60023 -0.191
O 0.10066 1.59411 0.35213 -0.264
H 0.74102 1.20887 -0.30085 0.340
H -1.70782 1.10114 1.15356 0.401
H -2.40283 -0.53272 -0.75730 0.273
H -0.79445 0.01675 -1.72158 0.254
H -1.10355 -1.50854 0.96810 0.433
H 1.36327 -0.95133 1.40538 0.327
H 1.21284 -2.10762 -0.01145 0.389
H 0.01146 2.59571 0.15314 0.485
```

## Properties
Highest occupied orbital energy = -15.82 eV
Total charge = +1
Calculated total energy = -8841.2501 eV
Kohn-Sham gap = 11.70 eV
E_LUMO = -4.119 eV
Relative energy (zero: lowest compared OMol25 entry of this formula, charge and spin) = 338.7 kJ/mol

=====

(4)
Below is a molecular structure, C40H52AsB2F2KN4O9P at a distorted geometry, with properties calculated with ωB97M-V with the def2-TZVPD basis set.

Structure (XYZ):
```
112
Properties=species:S:1:pos:R:3:mulliken_charge:R:1
K -0.26572 -0.06841 -0.19142 1.866
C 1.87788 -1.44260 4.51153 -0.366
O 2.51821 -2.31315 3.58950 -0.586
C 1.84562 -2.15092 2.36270 0.115
N 0.48404 -1.88202 2.69018 0.634
C 0.56664 -0.95514 3.83945 0.688
C -0.65892 -0.88390 4.73259 0.262
C -1.86847 -0.46149 4.18433 0.705
C -3.00687 -0.33478 4.95942 -1.168
C -2.95614 -0.61160 6.31946 -0.749
C -1.76173 -1.02187 6.88542 -0.747
C -0.62464 -1.16065 6.09696 -0.905
C 2.54953 -1.99935 1.21000 -0.058
C 3.99050 -2.24685 1.24132 -1.132
C 4.71021 -2.22853 0.10104 -0.710
C 4.09269 -1.89284 -1.13814 -1.388
C 2.75376 -1.57561 -1.08019 0.245
N 1.96427 -1.63875 0.00098 0.677
C 2.17448 -0.91698 -2.29279 -0.981
N 1.06944 -0.29989 -2.37798 1.636
C 1.06195 0.43324 -3.64804 -0.908
C 2.31196 -0.10294 -4.37792 -0.652
O 2.99395 -0.88137 -3.38555 -0.474
C -0.21716 0.30635 -4.44583 0.294
C -1.36129 -0.27430 -3.91590 0.533
C -2.52064 -0.36090 -4.67531 -1.194
C -2.55415 0.14067 -5.96734 -0.789
C -1.42105 0.74525 -6.49523 -0.672
C -0.26454 0.82877 -5.73660 -0.604
H 2.52401 -0.59260 4.75541 0.235
H 1.69414 -2.02182 5.41388 0.358
H 0.73952 0.04530 3.42908 -0.328
H -1.93084 -0.22889 3.12935 0.398
H -3.92656 -0.01589 4.48837 0.479
H -3.84394 -0.50800 6.93155 0.397
H -1.70546 -1.23723 7.94560 0.379
H 0.29103 -1.47030 6.57732 0.267
H 4.45021 -2.46114 2.19483 0.446
H 5.77544 -2.43078 0.13216 0.393
H 4.65563 -1.79650 -2.05136 0.518
H 1.18192 1.49627 -3.41079 0.418
H 2.98946 0.68260 -4.71038 0.356
H 2.06017 -0.74629 -5.22435 0.378
H -1.34357 -0.63736 -2.89610 0.753
H -3.41052 -0.80276 -4.24229 0.428
H -3.46244 0.08073 -6.55385 0.400
H -1.44350 1.16694 -7.49217 0.395
H 0.61059 1.32030 -6.14907 0.416
F -0.24369 -3.99697 1.84440 -0.156
B -0.52370 -2.81699 2.41764 0.450
F -1.81654 -2.64249 2.71464 -0.230
C -4.09180 -1.98139 0.62639 -0.683
C -4.02416 -0.47367 0.67201 0.496
N -3.67578 0.13602 -0.48861 0.018
O -4.31198 0.16501 1.67384 -0.619
H -4.91157 -2.29137 -0.02564 0.412
H -4.26018 -2.35608 1.63129 0.293
H -3.15828 -2.38128 0.22757 -0.155
H -3.20974 -0.38375 -1.21646 -0.042
H -3.41193 1.11111 -0.44719 0.099
C -1.33741 3.79735 5.75591 -1.262
C -0.43352 3.70832 4.54677 -0.274
O -0.82691 2.56546 3.78333 0.106
P -0.73491 2.49044 2.16832 0.360
O 0.82716 2.96638 2.04820 -0.612
C 1.42403 3.05781 0.74603 1.224
C 2.76964 3.72678 0.89979 -1.751
O -1.41318 3.90586 1.72006 -0.383
C -2.77243 3.90683 1.26967 0.326
C -3.75532 3.67654 2.39938 -0.990
H -1.07946 4.67040 6.35906 0.383
H -1.24337 2.90305 6.37325 0.270
H -2.37902 3.88304 5.44439 0.254
H 0.60906 3.57362 4.84554 0.263
H -0.49669 4.60867 3.93239 0.320
H 0.76819 3.61164 0.07292 0.076
H 1.55041 2.05287 0.33197 -0.278
H 2.65114 4.73882 1.28872 0.428
H 3.27156 3.78210 -0.06752 0.384
H 3.40310 3.16250 1.58502 0.351
H -2.88494 3.15185 0.48614 -0.347
H -2.92102 4.88421 0.80834 0.401
H -3.62878 2.68581 2.83822 0.034
H -4.77630 3.73478 2.01655 0.457
H -3.63292 4.43194 3.17886 0.306
C -2.11231 -4.42582 -2.29757 -1.330
As -0.57188 -3.37761 -1.78614 0.777
C 0.54660 -4.59746 -0.82180 -1.299
C 0.37516 -3.23156 -3.46684 -0.944
O -1.13945 -2.01441 -1.02480 -0.366
H -1.81334 -5.40786 -2.66310 0.411
H -2.64830 -3.88928 -3.08044 0.354
H -2.76065 -4.53403 -1.42945 0.367
H 0.97093 -5.27460 -1.56434 0.571
H -0.05199 -5.14952 -0.10457 0.406
H 1.33434 -4.05065 -0.30867 0.247
H 0.18416 -4.17477 -3.98147 0.581
H 1.44445 -3.12190 -3.29783 0.309
H -0.00014 -2.40397 -4.06138 0.034
O -2.45000 2.14001 -2.45682 0.187
B -1.30679 2.30936 -1.56502 -0.287
O -0.70953 3.55701 -2.02714 -1.283
C -1.40091 4.00704 -3.10527 0.557
C -1.16280 5.11449 -3.89059 -1.124
C -2.02906 5.33701 -4.96475 -0.510
C -3.08897 4.47636 -5.22348 -0.695
C -3.32266 3.35805 -4.41876 -0.914
C -2.45892 3.14622 -3.36712 0.586
H -0.33444 5.77836 -3.67985 0.499
H -1.87082 6.19571 -5.60554 0.386
H -3.74364 4.67334 -6.06340 0.387
H -4.13891 2.67485 -4.61364 0.506
```

## Properties
Highest occupied orbital energy = -3.11 eV
Total charge = -1
Calculated total energy = -159960.3731 eV
Kohn-Sham gap = 5.14 eV
E_LUMO = 2.028 eV
Relative energy (zero: lowest compared OMol25 entry of this formula, charge and spin) = 154.3 kJ/mol